The following is a quantum chemistry calculation of 3 unconnected molecules or ions with the total composition C4H13NO2, from OMol25.

Values from the calculation:
**Total energy**: -365.35261 hartree
**SMILES string**: C=NCCC.O.O
**Spin multiplicity**: 1

Cartesian coordinates (Å):
C: 2.554 -1.520 -0.485
C: 1.128 -1.483 0.044
C: -0.114 -1.840 -0.866
C: -2.044 -0.658 -0.434
N: -1.397 -1.676 -0.150
H: 2.915 -2.580 -0.445
H: 3.247 -1.165 0.243
H: 2.662 -1.283 -1.564
H: 1.149 -2.228 0.891
H: 0.919 -0.336 0.448
H: -0.242 -1.187 -1.738
H: 0.026 -2.873 -1.297
H: -3.071 -0.547 -0.206
H: -1.838 0.014 -1.239
H: 3.000 5.721 -2.235
H: 1.927 4.635 -2.741
O: 2.844 4.968 -2.831
H: -4.184 0.753 4.621
H: -4.933 1.659 5.453
O: -4.545 1.624 4.532

In elementary charge units, the natural (NBO) charges are: atom 1 (C): -0.63, atom 2 (C): -0.39, atom 3 (C): -0.25, atom 4 (C): -0.06, atom 5 (N): -0.37, atom 6 (H): 0.20, atom 7 (H): 0.23, atom 8 (H): 0.21, atom 9 (H): 0.21, atom 10 (H): 0.19, atom 11 (H): 0.16, atom 12 (H): 0.20, atom 13 (H): 0.17, atom 14 (H): 0.13, atom 15 (H): 0.48, atom 16 (H): 0.48, atom 17 (O): -0.95, atom 18 (H): 0.46, atom 19 (H): 0.46, atom 20 (O): -0.92